ORCA calculation (ωB97M-V/def2-TZVPD) on C47H42GeN2NiP2Se as an isolated structure.

XYZ file:
```
96
Properties=species:S:1:pos:R:3:forces:R:3
Ni 0.3624 -0.7764 0.8675 -1.0 -0.3 0.7
C -2.7400 -1.2675 2.8249 0.0 0.0 0.1
N -2.5818 -0.9276 1.3926 0.1 0.1 -0.1
P -1.6370 0.5402 1.1824 0.1 0.2 -1.0
C -2.4966 1.7586 2.2160 0.1 -0.2 0.2
C -1.7735 2.7352 2.8877 0.1 0.0 0.0
C -2.4350 3.6983 3.6371 0.0 0.0 0.0
C -3.8154 3.6768 3.7333 0.0 0.0 0.0
C -4.5428 2.6838 3.0885 0.0 0.0 0.0
C -3.8894 1.7262 2.3348 0.0 -0.1 0.0
C -2.0703 1.0917 -0.5218 0.0 0.2 0.0
C -3.2637 1.7485 -0.8315 0.1 -0.1 0.1
C -3.5557 2.1154 -2.1340 -0.1 0.0 0.0
C -2.6607 1.8448 -3.1556 0.0 0.0 -0.1
C -1.4575 1.2234 -2.8669 0.0 0.0 0.0
C -1.1654 0.8641 -1.5605 0.0 0.1 0.1
P -1.5478 -2.0257 0.5320 -0.1 0.1 -0.3
C -2.1252 -2.0450 -1.1817 -0.1 -0.1 0.1
C -3.4081 -1.6749 -1.5639 0.0 0.0 0.0
C -3.7721 -1.7411 -2.8992 0.0 0.0 0.0
C -2.8635 -2.1871 -3.8493 0.0 0.0 0.0
C -1.5827 -2.5596 -3.4684 0.0 0.0 0.0
C -1.2113 -2.4818 -2.1368 0.0 0.0 0.1
C -1.9890 -3.6789 1.1204 0.0 0.1 -0.1
C -1.0215 -4.5677 1.5665 0.1 0.0 0.1
C -1.3783 -5.8561 1.9409 0.0 -0.1 0.0
C -2.7037 -6.2517 1.8778 0.0 0.0 0.0
C -3.6776 -5.3631 1.4354 0.0 0.0 0.0
C -3.3233 -4.0843 1.0499 0.0 0.0 -0.1
H -3.4267 -0.5613 3.2851 0.0 0.0 0.0
H -1.7891 -1.2339 3.3730 0.0 0.0 0.0
H -3.1543 -2.2669 2.9208 0.0 0.0 0.0
H -0.6943 2.7499 2.8252 0.0 0.0 0.0
H -1.8642 4.4605 4.1502 0.0 0.0 0.0
H -4.3297 4.4256 4.3208 0.0 0.0 0.0
H -5.6202 2.6543 3.1803 0.0 0.0 0.0
H -4.4542 0.9386 1.8520 0.0 0.0 0.0
H -3.9732 1.9828 -0.0555 -0.1 0.0 0.1
H -4.4866 2.6220 -2.3527 0.0 0.0 0.0
H -2.8955 2.1330 -4.1719 0.0 0.0 0.0
H -0.7378 1.0274 -3.6508 0.0 0.0 0.0
H -0.1978 0.4171 -1.3680 0.0 -0.1 0.1
H -4.1062 -1.3074 -0.8226 0.0 0.0 0.0
H -4.7674 -1.4423 -3.2005 0.0 0.0 0.0
H -3.1535 -2.2399 -4.8902 0.0 0.0 0.0
H -0.8720 -2.9017 -4.2094 0.0 0.0 0.0
H -0.2022 -2.7548 -1.8408 0.0 0.0 0.0
H 0.0121 -4.2553 1.6387 0.0 0.0 0.0
H -0.6191 -6.5449 2.2860 0.0 0.0 0.0
H -2.9835 -7.2538 2.1728 0.0 0.0 0.0
H -4.7126 -5.6731 1.3851 0.0 0.0 0.0
H -4.0814 -3.3992 0.6898 0.0 0.0 0.0
Se 1.8789 -2.0965 1.7797 0.5 0.3 0.0
C 2.9532 -2.8325 0.3583 0.0 0.0 0.0
C 4.2501 -2.4035 0.1151 -0.1 0.0 0.1
C 4.9531 -3.0007 -0.9204 0.0 0.1 0.0
N 4.4586 -3.9650 -1.6844 0.1 -0.1 -0.2
C 3.2242 -4.3785 -1.4354 -0.1 0.0 0.0
C 2.4266 -3.8484 -0.4314 0.0 0.1 0.0
H 4.7108 -1.6139 0.6914 0.0 0.0 0.0
H 5.9647 -2.6811 -1.1428 0.0 0.0 0.0
H 2.8431 -5.1716 -2.0692 0.0 0.0 0.0
H 1.4212 -4.2211 -0.2861 0.0 0.0 0.0
C 3.7506 0.6532 2.3578 -0.1 0.1 -0.1
Ge 2.2525 0.8210 1.0935 0.8 0.1 -0.2
C 1.4634 2.5886 1.3730 -0.1 -0.3 0.1
C 1.7585 3.3163 2.5225 0.1 0.0 0.1
C 1.3001 4.6191 2.6676 0.0 0.0 0.0
C 0.5349 5.1985 1.6660 0.0 0.0 0.0
C 0.2327 4.4779 0.5184 0.0 0.1 0.0
C 0.6950 3.1810 0.3747 0.0 -0.1 -0.2
C 2.7803 0.6752 -0.8051 -0.2 -0.1 0.2
C 2.3007 -0.3482 -1.5844 -0.2 -0.1 0.2
C 2.6169 -0.4672 -2.9496 0.1 0.1 -0.2
C 3.4278 0.4620 -3.5350 -0.1 -0.1 0.0
C 3.9542 1.5367 -2.7794 0.0 0.0 0.0
C 4.8052 2.4919 -3.3818 0.1 0.1 0.0
C 5.3252 3.5256 -2.6558 0.0 -0.1 -0.2
C 5.0128 3.6443 -1.2897 -0.1 0.0 0.1
C 4.1919 2.7346 -0.6830 0.1 0.2 0.1
C 3.6319 1.6534 -1.4026 0.1 0.0 0.0
H 4.4386 1.4850 2.2053 0.0 0.1 0.0
H 4.2908 -0.2764 2.2040 0.0 0.0 0.0
H 3.4086 0.6741 3.3916 -0.1 0.0 0.0
H 2.3608 2.8779 3.3096 0.0 0.0 0.0
H 1.5438 5.1805 3.5602 0.0 0.0 0.0
H 0.1794 6.2147 1.7752 0.0 0.0 0.0
H -0.3568 4.9312 -0.2679 0.0 0.0 0.0
H 0.4758 2.6374 -0.5374 0.0 0.0 0.0
H 1.6606 -1.1169 -1.1495 0.1 0.1 0.0
H 2.2219 -1.2978 -3.5200 0.0 0.0 0.0
H 3.6841 0.3911 -4.5847 0.0 0.0 0.0
H 5.0408 2.3821 -4.4327 0.0 0.0 0.0
H 5.9773 4.2504 -3.1230 0.0 0.0 0.0
H 5.4260 4.4627 -0.7158 0.0 0.0 0.0
H 3.9649 2.8578 0.3676 0.0 0.0 0.0
```
Forces are in eV/Å.

Relative energy (zero: lowest compared OMol25 entry of this formula, charge and spin), eV: 1.627
Total charge: +1
Multiplicity: 2

***

ORCA calculation (ωB97M-V/def2-TZVPD) on C47H43AsBr4N2O2STi as an isolated structure.

XYZ file:
```
101
Properties=species:S:1:pos:R:3:forces:R:3
Ti 1.5951 -1.6183 -0.0778 -0.3 0.0 0.3
Br 0.9167 -7.5421 -3.5446 0.0 0.0 0.0
C 1.1944 -6.2852 -2.1700 0.0 0.0 0.0
C 1.4912 -6.7003 -0.8714 0.0 0.0 0.0
Br 1.6187 -8.5336 -0.4602 0.0 0.0 0.0
C 1.6972 -5.7584 0.1419 0.0 0.0 -0.1
Br 2.0886 -6.2165 1.9214 0.0 0.0 0.0
C 1.6059 -4.4070 -0.1529 0.0 0.1 0.3
O 1.7610 -3.4091 0.7092 -0.1 -0.2 -0.2
C 1.3089 -3.9986 -1.4555 -0.1 0.2 -0.2
O 1.2372 -2.6610 -1.6035 0.2 -0.4 -0.2
C 1.1003 -4.9195 -2.4621 0.0 0.0 0.0
Br 0.7100 -4.2519 -4.1769 0.0 0.0 0.0
C -4.0477 -2.5036 0.7559 0.0 0.0 -0.1
C -4.1326 -1.9796 2.1892 0.0 0.0 0.0
C -5.2147 -0.8936 2.2504 0.0 0.0 0.0
C -4.5374 -3.1423 3.1075 0.0 0.0 0.0
C -2.7932 -1.4207 2.6731 0.0 0.0 0.0
C -2.7069 -0.8567 3.9629 0.0 0.0 0.0
C -1.5176 -0.4118 4.4962 0.0 0.0 0.0
C -0.3695 -0.5240 3.7164 -0.1 0.0 0.1
S 1.2732 -0.1497 4.1203 0.0 0.0 0.1
C 1.7784 -0.6715 2.5643 0.1 -0.1 -0.1
N 0.7976 -1.0759 1.7857 -0.1 0.1 0.5
C -0.4382 -1.0398 2.4303 0.2 0.0 -0.2
C -1.6467 -1.4947 1.9046 0.0 0.0 0.0
C 3.1752 -0.6927 2.1141 -0.1 0.0 0.1
C 4.2001 -0.2741 2.9617 0.0 0.0 0.0
C 5.5078 -0.2930 2.5144 0.0 0.0 0.0
C 5.7835 -0.7308 1.2234 0.0 0.0 0.0
C 4.7596 -1.1496 0.3841 0.0 0.0 0.0
C 3.4359 -1.1424 0.8063 -0.1 0.0 0.0
H -5.0263 -2.8771 0.4485 0.0 0.0 0.0
H -3.3367 -3.3280 0.6644 0.0 0.0 0.0
H -3.7566 -1.7208 0.0504 0.0 0.0 0.0
H -6.1758 -1.3108 1.9399 0.0 0.0 0.0
H -4.9758 -0.0612 1.5868 0.0 0.0 0.0
H -5.3368 -0.4971 3.2597 0.0 0.0 0.0
H -5.4850 -3.5704 2.7712 0.0 0.0 0.0
H -4.6660 -2.8128 4.1404 0.0 0.0 0.0
H -3.7820 -3.9309 3.0967 0.0 0.0 0.0
H -3.5995 -0.7893 4.5725 0.0 0.0 0.0
H -1.4783 0.0000 5.4968 0.0 0.0 0.0
H -1.6632 -1.9091 0.9075 0.0 0.0 0.0
H 3.9803 0.0635 3.9694 0.0 0.0 0.0
H 6.3097 0.0285 3.1658 0.0 0.0 0.0
H 6.8072 -0.7484 0.8689 0.0 0.0 0.0
H 5.0073 -1.4818 -0.6163 0.0 0.0 0.0
C -1.6680 3.2754 -6.2195 0.0 0.0 0.0
C -1.2949 2.6764 -4.8907 0.0 0.0 0.0
C -1.1084 1.3101 -4.7416 0.0 0.0 0.0
C -0.7707 0.7414 -3.5188 0.0 0.0 -0.1
C -0.5709 -0.7506 -3.4652 0.0 0.0 0.0
C -0.5993 1.5764 -2.3985 -0.1 0.0 -0.1
As -0.2525 0.6146 -0.7434 0.2 -0.5 -0.1
N 1.5327 0.0718 -0.9709 0.2 0.5 -0.3
C 2.4543 0.6686 -1.8589 -0.2 0.0 0.0
C 2.5676 2.0471 -2.0337 0.0 0.1 0.0
C 3.5068 2.5744 -2.9077 0.0 0.0 0.0
C 4.3510 1.7393 -3.6270 0.0 0.0 0.0
C 4.2359 0.3654 -3.4695 0.0 0.0 0.0
C 3.2941 -0.1661 -2.6013 0.1 0.1 -0.1
C -0.4105 1.8601 0.7542 -0.2 0.0 0.1
C 0.6065 2.3735 1.5582 0.1 -0.1 0.1
C 2.0677 2.3467 1.1898 0.0 0.0 0.0
C 0.2639 3.0106 2.7541 0.0 0.0 0.0
C -1.0466 3.1692 3.1642 0.0 0.0 0.0
C -1.3865 3.8361 4.4696 0.0 0.0 0.0
C -2.0497 2.6979 2.3214 0.0 0.0 0.0
C -1.7583 2.0496 1.1323 0.0 0.0 0.1
C -2.9085 1.5973 0.2663 0.0 0.0 0.0
C -0.7610 2.9629 -2.5310 0.0 0.1 0.0
C -0.5764 3.9750 -1.4255 0.0 0.0 -0.1
C -1.1140 3.4787 -3.7752 0.0 0.0 0.0
H -1.7470 2.5094 -6.9904 0.0 0.0 0.0
H -0.9220 4.0036 -6.5432 0.0 0.0 0.0
H -2.6265 3.7947 -6.1599 0.0 0.0 0.0
H -1.2290 0.6587 -5.6010 0.0 0.0 0.0
H -0.7990 -1.1953 -4.4328 0.0 0.0 0.0
H -1.2134 -1.2254 -2.7215 0.0 0.0 0.0
H 0.4533 -1.0230 -3.2113 0.0 0.0 0.0
H 1.9188 2.7117 -1.4808 0.0 0.0 0.0
H 3.5746 3.6493 -3.0268 0.0 0.0 0.0
H 5.0813 2.1548 -4.3093 0.0 0.0 0.0
H 4.8719 -0.3031 -4.0369 0.0 0.0 0.0
H 3.1805 -1.2397 -2.5288 0.0 -0.1 0.0
H 2.3390 1.5111 0.5501 0.0 0.1 0.1
H 2.6847 2.3083 2.0891 0.0 0.0 0.0
H 2.3324 3.2657 0.6574 0.0 0.0 0.0
H 1.0666 3.3868 3.3828 0.0 0.0 0.0
H -0.4892 4.0378 5.0551 0.0 0.0 0.0
H -2.0503 3.2092 5.0693 0.0 0.0 0.0
H -1.9000 4.7856 4.3040 0.0 0.0 0.0
H -3.0905 2.8271 2.6043 0.0 0.0 0.0
H -3.8535 1.9045 0.7128 0.0 0.0 0.0
H -2.9299 0.5118 0.1490 0.0 0.0 0.0
H -2.8615 2.0300 -0.7357 0.0 0.0 0.0
H 0.0298 3.6185 -0.6009 0.0 0.0 -0.1
H -1.5410 4.2736 -1.0056 0.0 0.0 0.0
H -0.1058 4.8714 -1.8321 0.0 0.0 0.0
H -1.2335 4.5546 -3.8697 0.0 0.0 0.0
```
Forces are in eV/Å.

***

ORCA calculation (ωB97M-V/def2-TZVPD) on C47H43Br2LuN3O2P2SSe as an isolated structure.

XYZ file:
```
102
Properties=species:S:1:pos:R:3:forces:R:3
Lu 10.0799 9.4037 18.5499 0.1 -0.8 0.9
O 9.5422 12.9212 19.0236 0.6 -0.4 -0.4
S 10.7333 12.0643 19.2692 0.1 0.6 -0.4
C 11.4493 12.7112 20.7728 -0.1 -0.4 0.0
C 12.4326 13.6864 20.7421 -0.4 -0.6 -1.1
C 12.7826 14.3341 21.8886 0.6 0.5 1.1
C 12.2221 13.9699 23.1019 -0.8 0.1 0.4
C 11.2337 12.9819 23.1296 0.5 0.4 0.5
C 10.8194 12.3537 21.9651 -0.1 -0.1 0.6
P 9.3123 11.3421 22.0847 -0.2 -0.6 -0.8
C 8.9682 11.0966 23.8355 -0.2 0.0 -0.1
C 9.7887 10.3896 24.7120 0.8 0.4 -0.5
C 9.5077 10.3387 26.0481 0.0 -0.4 0.7
C 8.3239 10.9075 26.5077 0.2 -0.6 1.1
C 7.4663 11.5290 25.6492 -1.2 0.4 0.0
C 7.7875 11.6473 24.3119 -0.5 0.3 -0.6
C 9.9434 9.6600 21.6329 -0.1 -0.6 -0.2
C 11.2402 9.1876 21.9116 -0.9 -0.9 -0.3
C 11.4551 7.8014 21.9194 1.2 1.2 0.5
C 10.4638 6.9053 21.6447 0.5 -1.9 0.3
C 9.2230 7.3244 21.2725 -0.8 1.7 -0.5
C 8.9604 8.7074 21.2367 0.6 0.3 0.4
C 12.0432 12.3769 17.9997 -0.9 0.0 0.7
C 11.8821 13.5457 17.2981 0.1 0.9 -0.4
C 12.7585 13.8070 16.2436 -0.1 0.1 -0.8
C 13.7722 12.9096 15.9107 0.0 -0.3 1.1
C 13.9437 11.7468 16.6816 -0.2 0.4 -0.2
C 13.0307 11.4352 17.6956 0.2 0.3 0.0
P 13.0079 9.8337 18.5315 -0.2 -0.6 -0.2
C 14.0167 9.9894 20.0045 0.2 -0.3 0.1
C 14.2201 8.8270 20.7686 0.4 1.6 0.6
C 15.0498 8.9263 21.8815 0.7 0.7 -0.1
C 15.7271 10.1289 22.1607 -0.3 0.4 0.0
C 15.5290 11.2778 21.3646 0.2 -1.0 0.7
C 14.6753 11.1846 20.2900 -0.5 -0.4 0.0
C 13.9956 8.7207 17.4626 -0.3 0.2 0.9
C 15.2186 8.2045 17.8779 0.2 -0.1 -0.2
C 15.9496 7.4128 17.0133 -0.3 -0.2 0.2
C 15.4750 7.1185 15.7535 0.3 -0.8 -0.9
C 14.2424 7.5847 15.3587 -0.9 0.6 1.0
C 13.4690 8.3457 16.2451 0.0 0.4 -1.0
H 12.8696 13.9333 19.7873 0.2 0.2 0.0
H 13.5174 15.1210 21.8808 0.1 0.2 -0.2
H 12.4319 14.5139 24.0351 0.2 -0.3 -0.6
H 10.7729 12.7192 24.0840 0.1 0.2 -0.4
H 10.7190 9.9919 24.3370 0.1 -0.3 0.0
H 10.1835 9.8354 26.7472 -0.3 0.2 -0.3
H 8.0500 10.7891 27.5546 0.1 0.2 -0.2
H 6.4906 11.8868 25.9983 0.5 0.0 -0.1
H 7.0800 12.1610 23.6489 0.4 -0.2 0.2
H 12.0292 9.8461 22.2097 0.3 0.4 0.1
H 12.4349 7.4381 22.2252 -0.3 0.0 -0.1
H 10.6834 5.8324 21.7806 -0.2 0.6 -0.2
H 8.4425 6.6517 20.9991 -0.4 -0.5 0.1
H 7.9699 9.1001 21.0486 -0.2 -0.3 -0.1
H 11.0907 14.2706 17.5392 0.3 -0.5 0.0
H 12.6045 14.6747 15.5939 0.1 -0.2 0.5
H 14.4455 13.0910 15.0891 0.1 0.2 -0.1
H 14.7560 11.0718 16.4433 -0.1 -0.1 0.0
H 13.6945 7.9404 20.5166 -0.2 -0.8 -0.2
H 15.2788 8.1081 22.5481 -0.3 -0.3 -0.1
H 16.3743 10.1549 23.0476 -0.2 0.1 -0.5
H 16.0009 12.2279 21.5612 0.2 -0.1 0.2
H 14.4568 12.0513 19.6967 0.2 0.3 -0.2
H 15.6057 8.3520 18.8690 0.1 0.3 0.1
H 16.8356 6.9392 17.3633 0.7 -0.1 0.2
H 16.0200 6.4377 15.0764 -0.2 0.6 0.5
H 13.8049 7.3349 14.4276 -0.1 -0.3 -0.9
H 12.4784 8.7310 15.9509 0.5 -0.3 0.0
Br 8.2538 6.8045 18.0632 -0.3 0.1 -0.1
C 9.7207 5.5704 18.2807 -0.1 0.4 1.2
Br 11.3279 6.6252 18.0237 0.2 -0.2 0.0
H 9.6247 4.7981 17.5430 0.2 -0.2 -0.3
H 9.7170 5.1809 19.3202 0.0 0.3 -0.8
C 6.5523 11.3626 17.3064 -0.7 -0.7 0.7
C 7.2392 11.1043 18.6233 -0.3 0.3 -0.8
N 6.8810 11.7296 19.6974 -1.3 0.8 -0.5
O 8.1820 10.2556 18.6822 0.6 -0.4 -0.1
H 5.7280 12.0830 17.4005 0.5 0.0 -0.1
H 6.1064 10.4133 16.9664 0.2 0.2 0.1
H 7.2990 11.6189 16.5677 0.0 0.4 -0.1
H 6.1201 12.4122 19.6145 0.6 -0.4 0.3
H 7.4519 11.6728 20.5283 0.2 0.0 0.5
C 9.0413 9.4759 12.8542 -0.3 0.6 0.4
N 10.3337 9.9681 13.2992 0.4 0.3 -0.3
C 10.7078 10.3265 14.5266 0.0 0.1 0.4
Se 9.6190 10.3287 16.0956 0.1 0.0 -1.2
N 11.9294 10.8606 14.4500 -0.1 0.3 -0.1
C 12.3583 10.9179 13.1269 0.5 -0.8 0.4
C 13.5936 11.2082 12.5549 0.0 0.4 -0.1
C 13.6941 11.0356 11.1988 0.7 -0.2 -0.5
C 12.6389 10.5119 10.4470 0.0 -0.2 0.1
C 11.4890 10.0556 11.0327 -1.1 0.1 -0.4
C 11.3684 10.2988 12.3990 -0.9 -0.3 -0.2
H 8.2475 9.9959 13.4291 0.4 -0.4 -0.6
H 9.0011 8.4221 13.0243 -0.2 -0.7 0.1
H 8.9850 9.6569 11.7802 -0.3 0.1 0.3
H 12.3862 11.3231 15.2145 0.1 0.0 0.3
H 14.4413 11.5615 13.1074 0.2 0.1 0.3
H 14.6427 11.2100 10.6740 -0.5 0.2 0.4
H 12.7413 10.4117 9.3908 0.2 -0.1 -0.6
H 10.6905 9.6116 10.4037 0.6 0.3 0.7
```
Forces are in eV/Å.

Relative energy (zero: lowest compared OMol25 entry of this formula, charge and spin), eV: 0.000
Total charge: +3

***

The records above give, respectively, total energy values of -233879.196, -431475.341, -326447.507 eV.
The records above give, respectively, max |F| values of 1.3, 0.6, 2.0 eV/A.